{
  "formula": "H3N2P",
  "method": "ωB97M-V/def2-TZVPD",
  "species": ["N", "N", "P", "H", "H", "H"],
  "coordinates": [[0.511359, 0.887267, -1.410146], [-0.622045, -0.384256, 0.819150], [0.764706, -0.835965, 0.200340], [1.585628, 1.018178, -1.550628], [-1.279321, 0.093752, 0.324466], [-0.960328, -0.778976, 1.616818]],
  "atomic_forces_ev_per_a": [[2.5, -2.3, 2.2], [0.0, 0.2, 0.6], [2.5, 1.9, -3.7], [-1.9, -0.2, 0.0], [-2.0, 1.7, -1.7], [-1.0, -1.3, 2.6]],
  "mulliken_charge": [-0.462, -0.273, 0.062, 0.193, 0.258, 0.222],
  "largest_force_ev_per_a": 4.801,
  "charge": 0,
  "relative_energy_kj_mol": 410.5,
  "spin_multiplicity": 1
}

---

{
  "formula": "H3N2P",
  "method": "ωB97M-V/def2-TZVPD",
  "species": ["N", "N", "P", "H", "H", "H"],
  "coordinates": [[-1.088022, -0.295416, -0.450061], [1.492990, 0.987533, 0.593078], [2.556658, 0.032112, 0.149196], [-1.580705, 0.440423, -0.019085], [-0.075605, -0.023139, -0.316335], [-1.305314, -1.141511, 0.043208]],
  "atomic_forces_ev_per_a": [[2.1, 0.1, -0.8], [1.4, -1.0, -0.4], [-1.0, 1.1, 0.5], [-0.9, 0.9, 0.6], [-1.9, -0.8, -0.1], [0.2, -0.3, 0.3]],
  "mulliken_charge": [-0.680, -0.320, 0.316, 0.218, 0.243, 0.224],
  "largest_force_ev_per_a": 2.279,
  "charge": 0,
  "smiles": "N#P.N",
  "relative_energy_kj_mol": 112.3,
  "spin_multiplicity": 1
}

---

{
  "formula": "H3N2PS",
  "method": "ωB97M-V/def2-TZVPD",
  "species": ["N", "N", "P", "S", "H", "H", "H"],
  "coordinates": [[1.529493, 0.092603, 0.112231], [2.269765, -0.872514, 0.032214], [0.470999, 1.160378, -0.000656], [-2.615105, 0.448292, -0.001594], [2.657059, -1.092356, 0.884756], [-1.843317, -0.875468, 0.021552], [-2.468896, 1.139063, -1.048502]],
  "atomic_forces_ev_per_a": [[-0.8, 0.4, -0.3], [-0.4, -0.1, -2.4], [0.5, 0.5, 0.2], [-0.4, -3.6, 3.6], [1.3, -0.7, 2.6], [-1.3, 3.0, -1.0], [1.1, 0.4, -2.6]],
  "mulliken_charge": [0.460, -0.565, -0.118, -0.373, 0.237, 0.201, 0.158],
  "largest_force_ev_per_a": 5.088,
  "charge": 0,
  "relative_energy_kj_mol": 185.4,
  "spin_multiplicity": 1
}

---

{
  "formula": "H3N3",
  "method": "ωB97M-V/def2-TZVPD",
  "species": ["N", "N", "N", "H", "H", "H"],
  "coordinates": [[0.640076, 0.530984, -0.344726], [0.238823, -0.774912, -0.007745], [-0.114658, 0.295406, 0.778574], [1.628548, 0.638877, 0.089195], [-0.550310, -1.212684, -0.608842], [-1.842481, 0.522327, 0.093543]],
  "atomic_forces_ev_per_a": [[2.7, 1.5, -0.3], [-0.5, -3.5, -0.6], [-3.7, 0.4, 0.5], [-1.6, -0.2, -1.4], [1.6, 1.7, 1.0], [1.4, 0.2, 0.9]],
  "mulliken_charge": [-0.104, -0.248, -0.251, 0.289, 0.266, 0.048],
  "largest_force_ev_per_a": 3.740,
  "charge": 0,
  "relative_energy_kj_mol": 790.1,
  "spin_multiplicity": 1
}

---

{
  "formula": "H3N3O2",
  "method": "ωB97M-V/def2-TZVPD",
  "species": ["N", "N", "N", "O", "O", "H", "H", "H"],
  "coordinates": [[-0.973146, 0.064942, 0.071879], [0.982853, -0.676820, -0.032482], [-0.522056, 1.120096, 0.017707], [-1.902115, -0.623231, 0.134903], [1.342928, 0.554805, -0.177833], [0.919715, -1.333628, -0.790582], [0.961516, -1.163914, 0.960644], [-0.809695, 2.057752, -0.184233]],
  "atomic_forces_ev_per_a": [[3.4, 0.0, -0.2], [0.0, 0.0, 3.0], [0.1, 2.6, -0.1], [-4.5, -2.5, 0.3], [1.0, -2.1, 0.1], [0.1, 0.1, -0.6], [0.4, 1.5, -2.5], [-0.6, 0.4, 0.0]],
  "mulliken_charge": [0.502, -0.185, -0.092, -0.626, -0.430, 0.272, 0.308, 0.250],
  "largest_force_ev_per_a": 5.165,
  "charge": 0,
  "relative_energy_kj_mol": 320.4,
  "spin_multiplicity": 1
}

---

{
  "formula": "H3N3O2",
  "method": "ωB97M-V/def2-TZVPD",
  "species": ["N", "N", "N", "O", "O", "H", "H", "H"],
  "coordinates": [[-1.289463, -0.249436, -0.118405], [-0.184342, 0.627975, 0.098580], [0.991678, 0.005424, 0.079287], [1.053682, -1.209658, 0.170054], [1.962602, 0.694764, 0.036649], [-0.987844, -0.787328, -0.843579], [-1.322587, -0.678507, 0.790168], [-0.223725, 1.596767, -0.212752]],
  "atomic_forces_ev_per_a": [[0.0, 4.0, 2.6], [-2.4, -0.3, -0.2], [1.7, -0.9, 0.3], [-1.0, -0.2, -0.1], [1.5, 1.8, -0.2], [0.4, -2.7, -2.1], [-0.6, -1.1, -0.3], [0.4, -0.6, -0.1]],
  "mulliken_charge": [-0.509, -0.243, 1.144, -0.612, -0.641, 0.289, 0.309, 0.263],
  "largest_force_ev_per_a": 4.811,
  "charge": 0,
  "smiles": "NN[N+](=O)[O-]",
  "relative_energy_kj_mol": 38.7,
  "spin_multiplicity": 1
}

---

{
  "formula": "H3N3O2",
  "method": "ωB97M-V/def2-TZVPD",
  "species": ["N", "N", "N", "O", "O", "H", "H", "H"],
  "coordinates": [[0.328628, 0.959999, 0.809920], [1.520763, 0.454580, 0.715917], [-0.711374, -1.244702, -1.068960], [-1.379508, -0.340025, -0.583378], [-1.043635, -2.176372, -1.729401], [-0.606025, 0.904179, 0.196190], [0.275452, 1.815819, 1.510281], [1.615700, -0.373477, 0.149430]],
  "atomic_forces_ev_per_a": [[-3.1, 3.3, 1.6], [0.9, 0.4, 0.3], [-0.9, 0.8, 0.1], [-0.1, -1.8, -1.4], [0.2, 0.5, 0.5], [3.3, -0.5, 1.4], [0.5, -2.4, -2.1], [-0.8, -0.3, -0.5]],
  "mulliken_charge": [-0.030, -0.596, 0.633, -0.423, -0.379, 0.317, 0.243, 0.235],
  "largest_force_ev_per_a": 4.834,
  "charge": 0,
  "relative_energy_kj_mol": 254.3,
  "spin_multiplicity": 1
}

---

{
  "formula": "H3N3O2P",
  "method": "ωB97M-V/def2-TZVPD",
  "species": ["N", "N", "N", "O", "O", "P", "H", "H", "H"],
  "coordinates": [[-0.926389, -1.213940, 0.358321], [0.250496, -1.249023, -0.015063], [-0.387803, 1.404561, 0.126289], [1.937024, 0.441875, 0.962517], [1.289646, 0.649516, -1.662202], [0.945272, 0.362582, -0.266960], [-1.295897, -2.177172, 0.360394], [-0.842357, 0.668885, 0.778085], [-0.969989, 1.112720, -0.641381]],
  "atomic_forces_ev_per_a": [[-2.5, -2.6, 0.8], [1.9, 1.0, -1.1], [-0.6, -3.1, 1.3], [-2.3, -0.3, -3.4], [0.4, -0.5, -1.1], [3.8, 2.1, 4.5], [-0.7, 0.5, 0.1], [0.6, 2.2, -0.1], [-0.7, 0.8, -1.1]],
  "lowdin_spin": [0.763, 0.941, 0.031, 0.071, 0.034, 0.071, 0.078, 0.008, 0.003],
  "largest_force_ev_per_a": 6.275,
  "charge": -1,
  "relative_energy_kj_mol": 0.0,
  "spin_multiplicity": 3
}

---

{
  "formula": "H3N3O2S",
  "method": "ωB97M-V/def2-TZVPD",
  "species": ["N", "N", "N", "O", "O", "S", "H", "H", "H"],
  "coordinates": [[-1.274148, -0.674975, 0.505638], [-1.218315, 0.081340, -0.397013], [1.872921, 0.064368, -0.079687], [-2.147255, 1.117979, -0.351146], [0.971839, 0.726456, 0.421171], [2.162261, -1.492226, 0.118916], [3.393408, -1.413442, -0.607644], [-1.979144, -0.322881, 1.324476], [-1.781565, 1.913381, -0.934713]],
  "atomic_forces_ev_per_a": [[-1.8, -0.8, 3.9], [0.0, 1.0, -2.7], [-0.4, 4.8, -0.9], [0.5, 2.9, -0.9], [1.6, -1.6, 0.1], [1.3, -2.6, 0.1], [-1.7, -0.1, 0.9], [1.4, -0.8, -2.1], [-0.9, -2.8, 1.6]],
  "mulliken_charge": [-0.288, 0.121, 0.174, -0.464, -0.352, -0.029, 0.207, 0.241, 0.389],
  "largest_force_ev_per_a": 4.848,
  "charge": 0,
  "smiles": "[H]/N=N\\O.O=NS",
  "relative_energy_kj_mol": 287.3,
  "spin_multiplicity": 1
}

---

{
  "formula": "H3N3O4",
  "method": "ωB97M-V/def2-TZVPD",
  "species": ["N", "N", "N", "O", "O", "O", "O", "H", "H", "H"],
  "coordinates": [[-0.093204, -0.242475, -1.607226], [-0.409267, -0.136767, -0.344405], [0.032312, -1.139004, 0.503857], [0.294162, -2.193059, -0.015930], [0.016721, -0.886642, 1.676227], [-0.368555, 1.885104, 1.339756], [0.380835, 1.392644, 0.351364], [-0.555062, 0.447827, -2.181418], [0.867056, -0.472508, -1.852519], [-0.164998, 1.344880, 2.130295]],
  "atomic_forces_ev_per_a": [[0.7, -0.4, -0.4], [-0.8, 3.1, 0.9], [0.3, -0.5, -0.5], [0.4, -0.6, -0.1], [0.0, 0.2, 0.7], [-0.7, 0.3, 0.7], [0.1, -2.0, -1.1], [0.0, -0.1, 0.1], [-0.1, 0.0, 0.0], [0.1, 0.0, -0.4]],
  "mulliken_charge": [-0.267, -0.142, 1.194, -0.583, -0.619, -0.259, -0.199, 0.264, 0.248, 0.362],
  "largest_force_ev_per_a": 3.346,
  "charge": 0,
  "relative_energy_kj_mol": 52.1,
  "spin_multiplicity": 1
}

---

{
  "formula": "H3N3O4",
  "method": "ωB97M-V/def2-TZVPD",
  "species": ["N", "N", "N", "O", "O", "O", "O", "H", "H", "H"],
  "coordinates": [[0.161123, -0.783255, -0.281179], [0.772739, 0.342678, -0.520352], [-0.094779, 1.423411, -0.520560], [-0.950904, 1.393335, 0.315812], [0.123375, 2.255402, -1.325747], [-2.952891, -0.219719, 0.758416], [-2.164663, -1.330720, 0.994821], [0.802813, -1.625753, -0.077152], [-0.879378, -0.939128, 0.307058], [-2.784889, 0.614094, 1.301460]],
  "atomic_forces_ev_per_a": [[-1.5, -2.5, 1.8], [1.0, -1.0, -0.2], [0.6, -2.1, 0.2], [-1.9, 0.6, 1.4], [0.4, 1.8, -1.3], [0.1, -1.4, -0.1], [-1.3, 3.1, 0.3], [-1.0, 2.2, -0.6], [2.7, 0.9, -1.5], [0.9, -1.7, -0.1]],
  "mulliken_charge": [-0.127, -0.486, 1.146, -0.613, -0.574, -0.189, -0.286, 0.295, 0.432, 0.402],
  "largest_force_ev_per_a": 3.429,
  "charge": 0,
  "relative_energy_kj_mol": 140.4,
  "spin_multiplicity": 1
}

---

{
  "formula": "H3N3OS3",
  "method": "ωB97M-V/def2-TZVPD",
  "species": ["N", "N", "N", "O", "S", "S", "S", "H", "H", "H"],
  "coordinates": [[-0.732088, 0.750113, -0.805589], [-0.479834, -0.005911, 1.822993], [0.838606, -1.718896, 0.543175], [0.902831, 0.942579, -2.448206], [-1.669562, 0.271637, 0.445284], [1.074644, -0.331679, 1.252776], [0.606419, 0.037396, -1.095799], [-0.548696, 0.850244, 2.382886], [-0.111094, -2.164142, 0.703436], [0.118773, 1.368657, -2.800957]],
  "atomic_forces_ev_per_a": [[-1.4, 0.4, 0.9], [0.0, 1.3, -0.1], [-1.1, -0.8, -0.2], [1.1, -0.8, 0.0], [-0.2, -0.9, 0.1], [-1.2, -0.9, 0.9], [1.2, 0.8, -1.8], [0.6, -0.2, -0.1], [1.5, 0.8, 0.1], [-0.5, 0.2, 0.2]],
  "mulliken_charge": [-0.310, -0.456, -0.526, -0.505, 0.021, 0.308, 0.513, 0.308, 0.297, 0.350],
  "largest_force_ev_per_a": 2.336,
  "charge": 0,
  "relative_energy_kj_mol": 122.6,
  "spin_multiplicity": 1
}